1.
One molecule with the formula C5H4O2. Source: OMol25; level of theory: the ωB97M-V functional and the def2-TZVPD basis.

CARTESIAN COORDINATES (ANGSTROEM)
O (-1.4761, -1.8487, -0.2503)
C (-0.5137, -1.1471, 0.1668)
C (0.8597, -0.7235, -0.2971)
C (1.0335, 0.6541, -0.4724)
C (-0.0909, 1.3876, -0.1971)
C (-1.0696, 0.4843, 0.3843)
O (-2.0984, 0.6604, 0.9627)
H (-0.0378, -1.5509, 1.1418)
H (1.6974, -1.4025, -0.1576)
H (1.9838, 1.0732, -0.7883)
H (-0.2880, 2.4129, -0.4929)

Summary:
HOMO-LUMO gap (spin up / spin down)   0.218 / 0.223 Ha
Energy above the lowest of the compared OMol25 structures with the same formula, charge and spin   111.17 kcal/mol
HOMO (spin up / spin down)   -8.36 / -8.61 eV


2.
A 2-piece molecular cluster, C5H4O2 overall. Source: OMol25; level of theory: the ωB97M-V functional and the def2-TZVPD basis.

CARTESIAN COORDINATES (ANGSTROEM)
O (-2.3186, -0.6845, 0.7711)
C (-1.2055, -0.4908, 0.4111)
C (-0.0646, -1.5440, 0.1349)
C (1.0705, -0.6674, -0.2855)
C (0.7145, 0.5207, -0.2736)
C (-0.5909, 0.9877, 0.1084)
O (-1.1693, 2.0255, 0.2206)
H (0.1505, -2.1193, 1.0394)
H (-0.3740, -2.2445, -0.6453)
H (1.8113, 2.0608, -1.1014)
H (1.9762, 2.1560, -0.3798)

Summary:
HOMO-LUMO gap (spin up / spin down)   0.338 / 0.338 Ha
Energy above the lowest of the compared OMol25 structures with the same formula, charge and spin   124.17 kcal/mol
SMILES   O=C1C#CCC1=O.[H][H]
HOMO (spin up / spin down)   -9.98 / -9.98 eV


3.
A 2-piece molecular cluster, C5H4O3 overall. Source: OMol25; level of theory: the ωB97M-V functional and the def2-TZVPD basis.

CARTESIAN COORDINATES (ANGSTROEM)
C (0.2925, 0.3879, -0.8904)
C (1.0463, 1.3374, -0.2653)
C (-0.4604, -0.3946, 0.1237)
C (-1.5315, -2.7459, -0.6256)
C (0.6276, 1.3419, 1.2115)
O (-2.0360, -3.0327, 0.3603)
O (-1.2076, -2.5585, -1.7003)
O (-0.1745, 0.1616, 1.2887)
H (0.2497, 0.0791, -1.9605)
H (1.7158, 2.1087, -0.7280)
H (1.4873, 1.1974, 1.8595)
H (-0.0092, 2.1178, 1.3264)

Summary:
HOMO-LUMO gap   0.322 Ha
Energy above the lowest of the compared OMol25 structures with the same formula, charge and spin   67.17 kcal/mol
HOMO   -8.92 eV


4.
C5H4O4Tm as an isolated structure. Source: OMol25; level of theory: the ωB97M-V functional and the def2-TZVPD basis.

CARTESIAN COORDINATES (ANGSTROEM)
C (0.2779, -2.0509, -0.1030)
C (0.5120, -3.2555, -0.0585)
H (0.7632, -4.3017, 0.0149)
H (-1.4048, -1.5427, -1.4475)
O (-0.1172, -0.4104, 0.1226)
C (-0.7452, 0.1733, -0.9042)
O (-0.4531, 1.3163, -1.2384)
O (-1.5283, -0.5692, -1.6045)
Tm (-0.8993, 3.0377, -3.0398)
C (1.0348, 1.5356, 2.0917)
C (0.0259, 0.7935, 2.0684)
O (1.9221, 2.1488, 1.3618)
H (-1.0300, 0.8233, 2.2924)
H (1.6420, 2.3018, 0.4441)

Summary:
HOMO-LUMO gap (spin up / spin down)   0.148 / 0.118 Ha
<S²>   3.76
HOMO (spin up / spin down)   -12.71 / -14.97 eV
Charge   +2
Spin multiplicity   4


5.
C5H4O7Tm as an isolated structure. Source: OMol25; level of theory: the ωB97M-V functional and the def2-TZVPD basis.

CARTESIAN COORDINATES (ANGSTROEM)
O (1.4225, -1.4014, -0.0140)
C (2.5848, -1.1851, -0.4860)
O (3.4656, -2.0153, -0.6621)
O (-2.3765, -0.9155, 0.3240)
O (-4.1988, -1.9195, -0.5590)
C (-3.0150, -1.7180, -0.4126)
Tm (-0.2299, -0.4297, 0.9031)
O (0.7891, 1.0777, 1.8636)
C (2.0352, 1.5489, 2.2020)
C (3.1840, 0.8801, 1.4611)
O (3.1326, 1.1853, 0.0542)
C (2.8922, 0.2902, -0.8881)
H (2.1180, 2.6418, 2.0269)
H (2.2607, 1.4011, 3.2799)
H (3.1687, -0.2086, 1.6151)
H (4.1475, 1.2654, 1.8192)
O (2.9004, 0.6151, -2.0534)

Summary:
HOMO-LUMO gap (spin up / spin down)   0.208 / 0.290 Ha
<S²>   3.76
HOMO (spin up / spin down)   -7.83 / -10.17 eV
Spin multiplicity   4


6.
A 2-piece molecular cluster, C5H4S overall. Source: OMol25; level of theory: the ωB97M-V functional and the def2-TZVPD basis.

CARTESIAN COORDINATES (ANGSTROEM)
C (-1.7389, -1.8800, -1.3031)
C (-1.4044, -1.1567, -0.3890)
C (-0.8815, -0.3595, 0.5614)
C (0.4902, 1.0856, -0.2133)
C (1.4411, 1.2842, 0.7264)
S (2.9672, 2.0374, 0.3910)
H (-1.8022, -2.7808, -1.8465)
H (-0.5510, -0.4464, 1.5153)
H (0.2627, 1.2647, -1.2648)
H (1.2169, 0.9514, 1.8226)

Summary:
HOMO-LUMO gap (spin up / spin down)   0.300 / 0.242 Ha
Energy above the lowest of the compared OMol25 structures with the same formula, charge and spin   141.30 kcal/mol
HOMO (spin up / spin down)   -9.14 / -8.66 eV


7.
One molecule with the formula C5H4S. Source: OMol25; level of theory: the ωB97M-V functional and the def2-TZVPD basis.

CARTESIAN COORDINATES (ANGSTROEM)
C (-0.3575, -0.4531, 1.5553)
C (0.0224, -0.0503, 0.3265)
C (1.3568, 0.3761, -0.0276)
C (-0.8000, 0.0304, -0.9366)
C (-1.2260, 0.0054, -2.0564)
H (0.4645, -0.4974, 2.3512)
H (-1.5193, -0.4950, 1.6329)
H (1.4054, 0.8115, -0.9630)
H (-1.8240, -0.2218, -3.0478)
S (2.4778, 0.4941, 1.1656)

Summary:
HOMO-LUMO gap   0.286 Ha
Energy above the lowest of the compared OMol25 structures with the same formula, charge and spin   60.19 kcal/mol
SMILES   C#CC(=C)C=S
HOMO   -9.00 eV


8.
A 21-piece molecular cluster, C5H50BNO25 overall. Source: OMol25; level of theory: the ωB97M-V functional and the def2-TZVPD basis.

CARTESIAN COORDINATES (ANGSTROEM)
O (3.7141, 2.2027, -0.5321)
C (3.6449, 1.0199, -0.4608)
C (2.9466, 0.0080, -1.3768)
C (2.2093, -0.8440, -0.3191)
C (0.9741, -0.0600, 0.0455)
O (-0.0581, -0.9498, 0.5274)
O (-1.3270, -0.5337, 0.0302)
B (1.9656, -2.3720, -0.6790)
O (1.7645, -3.3316, 0.2273)
O (1.8816, -2.7065, -2.0150)
C (3.3511, -0.8864, 0.7375)
N (4.1910, 0.3141, 0.6463)
H (3.5970, -0.6469, -1.9375)
H (2.3624, 0.6123, -2.0463)
H (1.1254, 0.6815, 0.8190)
H (0.6074, 0.4411, -0.8257)
H (-1.4731, 0.3695, 0.3455)
H (2.3555, -3.3256, 1.0025)
H (2.7352, -2.8469, -2.4313)
H (4.0055, -1.6690, 0.3590)
H (3.0964, -1.2511, 1.7151)
H (5.1104, -0.0110, 0.3823)
O (-3.7789, 0.3620, -2.2605)
H (-3.3438, 0.3727, -1.4026)
H (-3.7775, -0.5738, -2.5091)
O (-0.9192, -3.5272, 2.3602)
H (-1.6356, -4.0084, 1.9371)
H (-0.7752, -2.7733, 1.7775)
O (1.1823, 2.5448, -1.8588)
H (1.5830, 3.1763, -1.2572)
H (0.6788, 3.0900, -2.4687)
O (1.0934, -0.0404, 3.0764)
H (0.6545, -0.8028, 2.6792)
H (0.9814, -0.1838, 4.0321)
O (-6.7774, -0.0037, -1.2306)
H (-7.2324, 0.7506, -1.6220)
H (-5.9396, -0.0515, -1.7101)
O (-3.2181, -1.7266, 2.2797)
H (-3.0773, -1.5690, 3.2169)
H (-2.5084, -1.2419, 1.8428)
O (-6.8098, 1.2404, 1.4947)
H (-7.2440, 0.6404, 2.1065)
H (-6.7206, 0.7299, 0.6776)
O (-0.4455, 4.5877, -1.1896)
H (-0.4378, 5.0697, -0.3502)
H (-1.1417, 3.9302, -1.0872)
O (5.5585, -3.1808, 1.0359)
H (6.0116, -3.8133, 0.4724)
H (6.2273, -2.9160, 1.6737)
O (2.9324, -4.4627, 3.5890)
H (2.8513, -4.0332, 4.4445)
H (2.2144, -5.1052, 3.5741)
O (-2.2428, 4.8405, -3.5282)
H (-1.6653, 5.1353, -2.8095)
H (-2.9957, 4.4373, -3.0869)
O (4.1422, -1.7859, -3.7507)
H (3.7844, -1.0580, -4.2695)
H (5.0301, -1.9218, -4.0956)
O (7.8401, -1.6326, 0.3911)
H (8.2282, -1.9169, -0.4419)
H (7.9150, -0.6731, 0.3698)
O (1.2598, -2.6805, 5.3218)
H (1.1966, -2.2576, 6.1837)
H (0.5429, -3.3262, 5.3121)
O (-3.8504, -1.8346, -4.5165)
H (-3.3942, -1.0204, -4.7584)
H (-3.4933, -2.4891, -5.1239)
O (1.3810, 5.7909, 0.4974)
H (1.7586, 6.3259, 1.2073)
H (1.8536, 4.9542, 0.5640)
O (-7.0900, -0.4123, -4.4353)
H (-6.1967, -0.2251, -4.1299)
H (-7.5067, -0.8627, -3.6920)
O (0.0508, -0.2180, 5.9005)
H (-0.0186, 0.2082, 6.7610)
H (-0.6649, -0.8617, 5.8900)
O (-8.8022, 1.0271, -6.4302)
H (-8.3424, 1.0286, -5.5829)
H (-8.8177, 0.0975, -6.6727)
O (1.7659, 6.9183, 3.4098)
H (2.3426, 7.2142, 4.1200)
H (1.0227, 6.5031, 3.8577)

Summary:
HOMO-LUMO gap   0.326 Ha
Energy above the lowest of the compared OMol25 structures with the same formula, charge and spin   0.00 kcal/mol
HOMO   -9.04 eV


9.
C5H5BaO15 as an isolated structure. Source: OMol25; level of theory: the ωB97M-V functional and the def2-TZVPD basis.

CARTESIAN COORDINATES (ANGSTROEM)
Ba (0.8542, -0.9646, -0.6055)
O (-1.2929, -4.7722, 1.4637)
C (-1.0687, -3.5512, 1.0378)
O (-0.0249, -3.5254, 0.3555)
O (-1.6997, -2.6301, 1.4063)
H (-0.5602, -5.1022, 0.9386)
O (2.2627, 3.1579, 0.7817)
C (1.2699, 2.9058, -0.0662)
O (1.2949, 1.8263, -0.6320)
O (0.4361, 3.8133, -0.3132)
H (2.6755, 2.2954, 0.8681)
O (-2.0672, 2.2861, -0.5911)
C (-2.2732, 1.3089, 0.3115)
O (-1.4420, 0.3528, 0.3100)
O (-3.1341, 1.1671, 1.1578)
H (-2.5904, 2.9580, -0.1479)
O (-0.6000, -0.5727, -4.9879)
C (-0.6454, 0.3497, -4.0772)
O (-0.1870, 0.0303, -2.9859)
O (-1.0537, 1.4823, -4.3334)
H (-0.3444, -1.1237, -4.2445)
O (2.3054, -0.0791, 3.8456)
C (1.7474, -0.3792, 2.6265)
O (2.4250, -0.5238, 1.6348)
O (0.4791, -0.6016, 2.6444)
H (3.2336, -0.1083, 3.6023)

Summary:
HOMO-LUMO gap   0.143 Ha
Energy above the lowest of the compared OMol25 structures with the same formula, charge and spin   95.47 kcal/mol
HOMO   1.91 eV
Charge   -3


10.
One molecule with the formula C5H5BrN4. Source: OMol25; level of theory: the ωB97M-V functional and the def2-TZVPD basis.

CARTESIAN COORDINATES (ANGSTROEM)
C (-1.2532, 2.0070, 0.4723)
C (-0.7690, 2.1149, -0.8038)
C (-0.3010, -0.0003, 0.7101)
C (0.2018, 0.1191, -0.6236)
C (0.8976, -1.9119, 0.2493)
N (-1.0235, 0.9304, 1.2629)
N (-0.0166, 1.1492, -1.3834)
N (0.1085, -1.1921, 1.2183)
N (0.9065, -1.0110, -0.8862)
Br (1.7958, -1.4480, -2.4462)
H (-1.8516, 2.7826, 0.9240)
H (-0.9602, 2.9783, -1.4213)
H (1.9246, -2.1027, 0.6098)
H (0.4408, -2.8816, -0.0197)
H (-0.1004, -1.5339, 2.1376)

Summary:
HOMO-LUMO gap   0.284 Ha
Energy above the lowest of the compared OMol25 structures with the same formula, charge and spin   0.00 kcal/mol
SMILES   BrN1CNc2nccnc21
HOMO   -7.59 eV


| no. | electronic energy (Ha) |
| --- | --- |
| 1 | -343.215204 |
| 2 | -343.194491 |
| 3 | -418.554790 |
| 4 | -1578.049503 |
| 5 | -1804.846436 |
| 6 | -590.826308 |
| 7 | -590.955561 |
| 8 | -2181.061190 |
| 9 | -1347.758937 |
| 10 | -2986.534227 |